Entry 1:
The following is a quantum chemistry calculation of a cluster of 2 separate species, C17H27Cl2N4O2 in total, from OMol25.

**2S+1**: 1
**Charge**: +1
**E_HOMO**: -11.98 eV

Each line ends with the natural charge from an NBO analysis.
Cartesian coordinates (Å):
C: -3.5086 1.2700 -3.5417  -0.613
C: -3.7826 0.1399 -2.5444  -0.424
C: -2.8173 -1.0275 -2.7132  -0.175
Cl: -3.2237 -2.3196 -1.5596  -0.024
C: -1.3302 -0.5932 -2.6580  -0.085
C: -0.4539 -1.3896 -1.7211  -0.474
C: 0.9570 -0.8509 -1.6543  0.148
C: 1.9031 -1.9680 -1.0847  -0.226
N: 1.2308 -2.9595 -0.2759  -0.852
C: 1.1293 0.4900 -0.9145  -0.437
C: 0.4557 0.7148 0.4311  -0.172
C: 0.6268 -0.3619 1.4889  -0.631
Cl: -1.2776 1.1591 0.2295  -0.082
N: 1.4545 -0.6218 -3.0649  -0.642
C: 0.6025 -0.9240 -4.0900  0.824
N: 1.1329 -1.3315 -5.2988  -0.922
N: -0.7435 -0.7963 -4.0241  -0.560
H: -4.4104 1.8142 -3.7932  0.245
H: -2.7699 1.9628 -3.1396  0.206
H: -3.0897 0.8621 -4.4649  0.180
H: -3.7943 0.4849 -1.5131  0.226
H: -4.7752 -0.2577 -2.7502  0.229
H: -2.9987 -1.4448 -3.7014  0.222
H: -1.2919 0.4736 -2.4432  0.231
H: -0.4527 -2.4134 -2.1038  0.227
H: -0.8768 -1.4470 -0.7278  0.296
H: 2.4469 -2.3952 -1.9292  0.193
H: 2.6574 -1.4807 -0.4710  0.206
H: 1.7974 -3.2882 0.4868  0.387
H: 0.8638 -3.7319 -0.8062  0.369
H: 2.2017 0.6637 -0.8113  0.233
H: 0.7604 1.2804 -1.5748  0.209
H: 0.9054 1.6148 0.8418  0.238
H: -0.0917 -1.1701 1.4205  0.231
H: 1.6462 -0.7370 1.4161  0.213
H: 0.5633 0.1073 2.4657  0.245
H: 1.7864 0.3352 -3.1800  0.441
H: 1.3972 -0.6487 -5.9864  0.431
H: 1.2162 -2.3052 -5.5254  0.444
H: -0.9618 -0.0177 -4.6509  0.443
C: 0.2475 2.9428 6.5007  -0.214
C: 0.6902 2.7143 5.2676  -0.237
C: 1.7188 1.6807 5.0001  0.487
O: 2.1238 1.4725 3.8725  -0.530
C: 2.2377 0.9097 6.1548  -0.235
C: 1.7967 1.1361 7.3891  -0.216
C: 0.7651 2.1707 7.6605  0.470
O: 0.3609 2.3764 8.7813  -0.463
H: -0.5020 3.6921 6.7211  0.239
H: 0.3275 3.2648 4.4087  0.229
H: 2.9884 0.1619 5.9335  0.232
H: 2.1609 0.5866 8.2475  0.239

=====

Entry 2:
The following is a quantum chemistry calculation of the ion C17H27FNO3 with charge +1, from OMol25.

**SMILES string**: C=Cc1cc(CCC)[n+]([C@@H](F)CC)cc1COCOCCO
**2S+1**: 1
**Charge**: +1
**E_HOMO**: -12.22 eV

Each line ends with the natural charge from an NBO analysis.
Cartesian coordinates (Å):
C: -1.0637 4.3156 -2.3133  -0.315
C: -1.2636 2.9785 -2.2605  -0.251
C: -0.7891 2.1907 -1.0996  0.101
C: -1.7440 1.7278 -0.2018  -0.240
C: -1.4003 0.9930 0.9111  0.318
C: -2.4815 0.4797 1.8305  -0.450
C: -3.6925 -0.1073 1.0780  -0.389
C: -3.3510 -1.4883 0.4992  -0.612
N: -0.0914 0.7523 1.1614  -0.315
C: 0.4185 -0.0145 2.3316  0.385
F: -0.1928 0.4114 3.4699  -0.324
C: 0.3782 -1.5359 2.1253  -0.473
C: -0.6035 -2.3081 3.0237  -0.627
C: 0.8517 1.1891 0.2977  0.114
C: 0.5574 1.8834 -0.8380  -0.074
C: 1.6956 2.2730 -1.7616  -0.083
O: 2.0615 1.2138 -2.6133  -0.520
C: 3.2073 0.4985 -2.2387  0.222
O: 2.9243 -0.5267 -1.3258  -0.562
C: 2.7556 -1.8025 -1.9476  -0.093
C: 2.7617 -2.9015 -0.9114  -0.088
O: 1.4062 -3.2105 -0.5709  -0.731
H: -0.0758 4.7544 -2.1989  0.204
H: -1.8817 5.0027 -2.5034  0.225
H: -1.7860 2.4590 -3.0609  0.243
H: -2.7787 1.9583 -0.4017  0.250
H: -2.1073 -0.2974 2.4870  0.238
H: -2.8260 1.3302 2.4233  0.253
H: -4.0758 0.5766 0.3255  0.202
H: -4.4649 -0.2300 1.8370  0.225
H: -3.9550 -1.7647 -0.3592  0.233
H: -3.4290 -2.2282 1.2943  0.214
H: -2.2982 -1.4991 0.1967  0.189
H: 1.4638 0.2795 2.4082  0.186
H: 0.1891 -1.7439 1.0724  0.249
H: 1.3861 -1.9058 2.3107  0.228
H: -1.5100 -2.5441 2.4731  0.216
H: -0.1502 -3.2680 3.2691  0.232
H: -0.8112 -1.8090 3.9652  0.233
H: 1.8798 0.9542 0.5337  0.240
H: 1.3805 3.1147 -2.3733  0.207
H: 2.5287 2.6125 -1.1387  0.189
H: 3.9613 1.1423 -1.7767  0.160
H: 3.6317 0.1014 -3.1621  0.175
H: 1.8087 -1.8447 -2.4906  0.199
H: 3.5902 -1.9803 -2.6301  0.183
H: 3.3073 -2.5729 -0.0219  0.176
H: 3.2600 -3.7920 -1.3004  0.182
H: 1.4179 -3.8171 0.1758  0.472

=====

Entry 3:
The following is a quantum chemistry calculation of a structure of composition C17H27GeIN4O3PdS, from OMol25.

**2S+1**: 1
**E_HOMO**: -8.17 eV
**ΔE to the lowest compared entry with this formula, charge and spin**: 72.51 kJ/mol

Each line ends with the natural charge from an NBO analysis.
Cartesian coordinates (Å):
Pd: 0.8045 0.7743 0.9544  0.720
C: -1.1371 4.0933 -1.7948  -0.710
C: -0.9062 2.7924 -1.0721  0.704
N: -1.8135 1.8228 -1.2839  -0.804
O: 0.0466 2.6537 -0.3104  -0.661
H: -1.5759 3.9440 -2.7807  0.219
H: -0.1911 4.6198 -1.8819  0.244
H: -1.8197 4.7043 -1.2015  0.246
H: -2.6202 1.9771 -1.8610  0.404
H: -1.7060 0.9336 -0.8216  0.420
C: -0.3546 -2.9963 0.8124  -1.097
Ge: 1.4768 -2.5330 1.3072  1.595
C: 2.0051 -3.6934 2.7897  -1.082
C: 2.6618 -2.9466 -0.1935  -1.090
C: 1.6437 -0.6981 1.9423  -0.995
H: -0.3500 -3.9073 0.2100  0.222
H: -0.8259 -2.2035 0.2333  0.239
H: -0.9545 -3.1836 1.7040  0.229
H: 1.8849 -4.7431 2.5162  0.224
H: 1.3930 -3.4930 3.6696  0.230
H: 3.0486 -3.5246 3.0584  0.229
H: 2.7278 -4.0312 -0.2984  0.229
H: 3.6676 -2.5584 -0.0282  0.229
H: 2.2839 -2.5448 -1.1354  0.209
H: 2.6850 -0.3734 2.0388  0.215
H: 1.1972 -0.6343 2.9407  0.216
C: -0.0527 -3.5013 -3.4281  -0.596
C: -0.2193 -2.0360 -3.8346  -0.446
C: 0.4968 -1.1248 -2.8872  0.062
N: 0.0617 -0.8155 -1.7223  -0.260
N: 0.9315 -0.0269 -1.0109  -0.389
C: 2.0317 0.2491 -1.6673  0.261
N: 3.0277 1.0095 -1.1904  -0.786
S: 2.0612 -0.4491 -3.2436  0.364
H: -0.6178 -4.1496 -4.0969  0.218
H: -0.4104 -3.6531 -2.4101  0.223
H: 0.9955 -3.8011 -3.4674  0.210
H: -1.2742 -1.7596 -3.8326  0.235
H: 0.1602 -1.8767 -4.8450  0.217
H: 2.9181 1.4311 -0.2778  0.438
H: 3.8363 1.2163 -1.7450  0.410
I: -5.3352 2.6097 0.1894  0.123
C: -3.5733 2.5558 1.3039  -0.158
C: -3.0794 1.3365 1.7387  -0.284
C: -1.8514 1.2997 2.3859  -0.153
C: -1.1283 2.4644 2.6179  -0.132
C: -1.6762 3.6826 2.2357  -0.167
C: -2.8888 3.7346 1.5636  -0.266
C: 0.2450 2.4380 3.2549  0.760
O: 0.3954 2.8735 4.3782  -0.620
O: 1.2029 1.9912 2.4928  -0.744
H: -3.6352 0.4243 1.5664  0.225
H: -1.4634 0.3459 2.7271  0.219
H: -1.1327 4.5955 2.4435  0.229
H: -3.2974 4.6855 1.2480  0.223

=====

Entry 4:
The following is a quantum chemistry calculation of an isolated molecule of C17H27N3O2S2, from OMol25.

**SMILES string**: CCCCNC(=S)Nc1cc(S(=O)(=O)N2CCCCC2)ccc1C
**2S+1**: 1
**E_HOMO**: -8.29 eV
**ΔE to the lowest compared entry with this formula, charge and spin**: 23.75 kJ/mol

Each line ends with the natural charge from an NBO analysis.
Cartesian coordinates (Å):
C: -5.7582 -1.6195 -1.3317  -0.608
C: -4.3862 -2.2829 -1.3417  -0.391
C: -3.4463 -1.7219 -0.2761  -0.406
H: -3.9240 -1.7924 0.7030  0.216
C: -3.0725 -0.2594 -0.5292  -0.228
N: -2.1297 0.2346 0.4465  -0.594
C: -2.5171 0.7777 1.6138  0.296
S: -4.0979 1.0371 2.0229  -0.268
N: -1.5647 1.1111 2.5361  -0.626
C: -0.1800 1.1642 2.4228  0.216
C: 0.4524 1.4579 1.2166  -0.248
C: 1.8297 1.4760 1.1499  -0.328
C: 2.6104 1.2407 2.2614  -0.193
C: 1.9824 0.9924 3.4730  -0.200
C: 0.6011 0.9431 3.5744  -0.018
C: -0.0591 0.6587 4.8892  -0.646
H: -0.6015 1.5354 5.2455  0.221
H: 0.6827 0.3957 5.6378  0.227
H: -0.7676 -0.1637 4.7976  0.230
H: 2.5797 0.8231 4.3566  0.218
H: 3.6838 1.2711 2.1693  0.243
S: 2.5503 1.7812 -0.4582  2.318
O: 1.8789 2.8878 -1.0720  -0.937
O: 3.9797 1.8403 -0.3237  -0.944
N: 2.0206 0.3855 -1.2372  -0.680
C: 2.7874 -0.7962 -0.8982  -0.228
C: 4.0947 -0.8974 -1.6844  -0.428
C: 3.8104 -0.8039 -3.1818  -0.398
C: 3.0524 0.4885 -3.4765  -0.420
C: 1.7641 0.5276 -2.6575  -0.230
H: 1.2511 1.4812 -2.7848  0.239
H: 1.0946 -0.2868 -2.9571  0.193
H: 3.6668 1.3459 -3.1946  0.211
H: 2.8150 0.5637 -4.5389  0.214
H: 4.7469 -0.8275 -3.7414  0.214
H: 3.2067 -1.6602 -3.4962  0.190
H: 4.7415 -0.0727 -1.3834  0.231
H: 4.5910 -1.8391 -1.4438  0.210
H: 2.9853 -0.7517 0.1750  0.216
H: 2.1549 -1.6684 -1.1019  0.198
H: -0.1012 1.7218 0.3308  0.248
H: -1.9595 1.3881 3.4253  0.426
H: -1.1794 -0.0999 0.3726  0.401
H: -2.6247 -0.1469 -1.5202  0.194
H: -3.9626 0.3678 -0.4619  0.240
H: -2.5315 -2.3215 -0.2507  0.193
H: -3.9289 -2.1647 -2.3272  0.191
H: -4.5087 -3.3531 -1.1607  0.204
H: -6.1874 -1.6521 -0.3333  0.209
H: -5.6949 -0.5806 -1.6431  0.202
H: -6.4306 -2.1361 -2.0127  0.210

=====

Entry 5:
The following is a quantum chemistry calculation of an isolated molecule of C17H27N3O3S2, from OMol25.

**SMILES string**: CC1CCN(S(=O)(=O)N2CCC(C(=O)NCc3cccs3)CC2)CC1
**2S+1**: 1
**E_HOMO**: -8.76 eV

Each line ends with the natural charge from an NBO analysis.
Cartesian coordinates (Å):
C: -6.4895 -1.7665 1.6154  -0.597
H: -7.1883 -1.0470 2.0354  0.209
H: -6.9776 -2.2779 0.7891  0.209
H: -6.2520 -2.5011 2.3811  0.204
C: -5.2212 -1.0658 1.1380  -0.215
C: -4.2324 -2.0643 0.5331  -0.401
C: -2.9571 -1.3493 0.0960  -0.233
N: -2.3699 -0.6712 1.2302  -0.671
S: -0.8113 -0.1641 1.0022  2.459
O: -0.3777 0.4189 2.2350  -0.947
O: -0.0747 -1.2744 0.4808  -0.950
N: -0.9676 1.0273 -0.1846  -0.697
C: -0.3597 0.6740 -1.4512  -0.229
C: 1.1775 0.6616 -1.3752  -0.408
H: 1.5966 1.0609 -2.3011  0.217
H: 1.5285 -0.3618 -1.2464  0.227
C: 1.6411 1.5223 -0.1879  -0.330
C: 3.1172 1.8380 -0.3760  0.702
O: 3.5333 2.8735 -0.8489  -0.631
N: 3.9275 0.8285 0.0174  -0.613
H: 3.5179 -0.0257 0.3623  0.401
C: 5.3487 0.8286 -0.2527  -0.263
C: 5.7242 -0.2433 -1.2216  -0.208
C: 6.7001 -1.1841 -1.1122  -0.252
C: 6.7638 -2.0487 -2.2291  -0.258
C: 5.8279 -1.7561 -3.1649  -0.407
S: 4.8529 -0.4131 -2.7117  0.429
H: 5.6434 -2.2452 -4.1005  0.234
H: 7.4724 -2.8519 -2.3221  0.224
H: 7.3573 -1.2576 -0.2641  0.221
H: 5.9126 0.6924 0.6766  0.209
H: 5.5710 1.8209 -0.6623  0.253
C: 0.7850 2.7853 -0.1325  -0.409
C: -0.6512 2.3827 0.2338  -0.229
H: -1.3772 3.0600 -0.2298  0.198
H: -0.7878 2.4073 1.3144  0.234
H: 0.8219 3.2790 -1.1045  0.213
H: 1.1813 3.4784 0.6086  0.230
H: 1.5024 0.9622 0.7426  0.227
H: -0.7100 1.4044 -2.1854  0.205
H: -0.7328 -0.3109 -1.7292  0.225
C: -3.2436 0.3302 1.8011  -0.234
C: -4.5296 -0.3311 2.2880  -0.401
H: -5.1905 0.4298 2.7060  0.214
H: -4.2827 -1.0453 3.0744  0.207
H: -2.6990 0.7880 2.6269  0.234
H: -3.4763 1.1046 1.0534  0.177
H: -2.2119 -2.0578 -0.2662  0.233
H: -3.1872 -0.6278 -0.7039  0.176
H: -4.6772 -2.5675 -0.3268  0.213
H: -3.9767 -2.8160 1.2808  0.208
H: -5.4920 -0.3333 0.3685  0.193

=====

Q: Which of these has the highest E_HOMO?
A: C17H27GeIN4O3PdS